The following is a quantum chemistry calculation of an isolated molecule of C10H17NOS at a distorted geometry, from OMol25.

Its charge is 0. The SMILES is CC[C@H](CO)NCc1sccc1C.

The geometry in XYZ format:
```
30
C10H17NOS wB97M-V/def2-TZVPD
C 2.6584 -2.1823 -0.4930
C 1.3775 -1.3277 -0.2656
C 0.4770 -1.1846 -1.6465
C 1.2287 -0.3096 -2.6971
O 0.4337 -0.2032 -3.8592
N -0.8637 -0.7026 -1.4268
C -1.1129 0.5902 -0.7841
C -0.8873 0.6588 0.7039
S -1.7254 -0.4049 1.7933
C -0.9941 0.3071 3.1391
C -0.2127 1.3823 2.8188
C -0.1363 1.5752 1.4378
C 0.5931 2.6842 0.7547
H 2.4676 -3.0701 -1.0688
H 3.4108 -1.5675 -1.0255
H 3.0510 -2.5059 0.4656
H 1.6404 -0.3382 0.0573
H 0.7224 -1.7999 0.4716
H 0.4397 -2.1677 -2.1383
H 1.3724 0.6699 -2.3199
H 2.1684 -0.7881 -2.9382
H -0.4968 -0.2836 -3.5335
H -1.3508 -1.3642 -0.8121
H -0.4890 1.3823 -1.1903
H -2.1480 0.8484 -0.9812
H -1.2497 -0.0001 4.1691
H 0.3948 1.9223 3.4787
H 1.2682 3.1313 1.4438
H 1.1472 2.3555 -0.1235
H -0.1147 3.4367 0.4064
```

Results of the natural (NBO) charge analysis, in e, for atoms 1 through 6: C -0.615; C -0.415; C -0.053; C -0.069; O -0.730; N -0.640

The following is a quantum chemistry calculation of a 6-piece molecular cluster, C31H45ClF3N3O24PS2 overall at a distorted geometry, from OMol25.

Its charge is +1.

The geometry in XYZ format:
```
110
C31H45ClF3N3O24PS2 wB97M-V/def2-TZVPD
C 5.2048 2.3096 0.7771
C 3.7950 3.1969 0.5645
Cl 3.4557 2.9950 -1.2848
C 2.7098 2.4881 1.5324
C 1.5322 3.4296 2.2159
P 2.4396 4.2070 3.7095
N 2.0692 5.9682 3.9357
O 4.2012 4.2732 3.4771
C 0.9855 4.3953 1.0469
S 1.8490 6.0112 0.6977
O -0.4463 4.7558 1.0799
C -1.3285 3.6049 0.8893
C -2.8182 4.0945 1.4620
C -3.6907 4.9255 0.3121
O -3.3893 6.2323 0.1505
C -1.5576 3.4544 -0.7427
O -1.0824 4.4705 -1.5188
N -2.1973 2.3231 -1.4881
C -3.2812 1.5983 -0.7420
O -4.5633 1.9378 -1.0549
F -3.0996 0.5255 0.2622
C -0.6936 2.3105 1.6310
F -0.1406 1.4680 0.5036
N 0.3307 2.5825 2.7393
C 0.8029 1.2211 3.2440
C -0.2467 0.3241 4.1066
C 0.2229 -1.2756 3.9637
C -0.4528 -1.9716 2.6436
O -1.2669 -3.1316 3.0785
C -2.5957 -2.6437 3.5487
O -3.6069 -2.3020 2.7376
S -0.5187 3.3225 4.0646
O -0.7233 4.8557 4.0211
O -2.0145 2.8428 4.2565
F 0.1784 3.0155 5.6415
H 5.4802 2.2698 1.9277
H 5.1550 1.2587 0.2622
H 6.0519 2.9848 0.2785
H 4.1229 4.2891 0.8495
H 3.3284 2.0484 2.4563
H 2.3267 1.5523 0.9507
H 2.9665 6.5274 3.9296
H 1.6089 6.0727 4.8671
H 4.4195 5.0469 2.8732
H 1.0923 3.7659 0.0344
H 1.2227 6.9537 1.5660
H -2.7481 4.8110 2.3833
H -3.4694 3.1303 1.7179
H -4.5572 4.4678 -0.3269
H -1.4198 1.6622 -1.7738
H -1.6072 1.6446 2.0154
H 1.1569 0.4708 2.4189
H 1.7498 1.4119 3.9443
H -0.2559 0.5256 5.2679
H -1.3610 0.3501 3.7509
H 1.4140 -1.3441 3.9580
H -0.1070 -1.8255 4.9663
H 0.4262 -2.2636 1.9114
H -1.1445 -1.1681 2.1413
H -2.7478 -2.5816 4.7211
C -1.8724 -2.1807 -4.4067
C -2.2450 -0.8930 -3.7464
O -1.1155 -0.5985 -2.9468
C -0.0534 -1.2496 -3.5050
O 1.1085 -1.0826 -3.1735
O -0.4609 -2.1107 -4.4827
H -2.3099 -2.2792 -5.4040
H -2.1513 -3.0539 -3.8077
H -2.3903 -0.0807 -4.4664
H -3.1432 -0.9862 -3.1298
C 1.2142 -3.9746 -1.6146
C 0.4847 -4.9839 -2.4405
O 0.1480 -5.9891 -1.5034
C 0.1329 -5.3964 -0.2737
O -0.2826 -5.9283 0.7422
O 0.6422 -4.1311 -0.3296
H 1.0707 -2.9544 -1.9812
H 2.2874 -4.1826 -1.5516
H -0.4368 -4.5818 -2.8745
H 1.1059 -5.3931 -3.2420
C -1.1858 -1.8746 -8.9271
C -1.9153 -2.8839 -9.7530
O -2.2520 -3.8891 -8.8159
C -2.2671 -3.2964 -7.5862
O -2.6826 -3.8283 -6.5703
O -1.7578 -2.0311 -7.6421
H -1.3293 -0.8544 -9.2937
H -0.1126 -2.0826 -8.8641
H -2.8368 -2.4818 -10.1870
H -1.2941 -3.2931 -10.5545
C -1.5579 1.9655 7.7161
C -1.8771 2.4989 9.0750
O -2.3792 1.3668 9.7593
C -1.8720 0.2660 9.1310
O -1.9617 -0.8730 9.5578
O -1.2508 0.6064 7.9640
H -0.7078 2.4775 7.2569
H -2.4140 2.0159 7.0352
H -0.9883 2.8643 9.6001
H -2.6245 3.2965 9.0439
C 3.0672 -7.6926 -6.5793
C 2.6217 -6.9381 -5.3689
O 3.2453 -5.6774 -5.5234
C 3.4920 -5.5174 -6.8565
O 3.8671 -4.4753 -7.3673
O 3.2634 -6.6749 -7.5430
H 2.3174 -8.4112 -6.9214
H 4.0157 -8.2162 -6.4201
H 1.5363 -6.7948 -5.3415
H 2.9405 -7.4172 -4.4391
```

Results of the Mulliken charge analysis, in e, for atoms 1 through 6: C -1.087; C 0.006; Cl -0.141; C -1.246; C 1.480; P 0.398

The following is a quantum chemistry calculation of an isolated molecule of CHBrClNO2 at a distorted geometry, from OMol25.

Its charge is 0.

The geometry in XYZ format:
```
7
CHBrClNO2 wB97M-V/def2-TZVPD
C -0.4442 -0.3751 0.4765
N -0.8697 0.8317 -0.1083
O -2.0238 0.8469 -0.4919
O -0.0859 1.7547 -0.1567
Cl 3.1521 -1.2400 -0.8382
Br 1.3443 -0.5731 0.7621
H -1.0728 -1.2451 0.3565
```

Results of the natural (NBO) charge analysis, in e, for atoms 1 through 6: C -0.253; N 0.444; O -0.349; O -0.356; Cl -0.378; Br 0.644

For each record above, in turn, the calculated Kohn-Sham gap values are 9.32; 6.08; 6.70 eV.
For each record above, in turn, the calculated relative energy (zero: lowest compared OMol25 entry of this formula, charge and spin) values are 11.3; 353.5; 62.1 kcal/mol.
For each record above, in turn, the calculated calculated total energy values are -919.388402; -5074.959683; -3277.925807 Eh.